Record 1
C4H11NO2 | ωB97M-V/def2-TZVPD

Multiplicity: 2
ΔE to the lowest compared entry with this formula, charge and spin: 0.975 eV
Kohn-Sham gap (alpha / beta): 3.19 / 9.87 eV
Charge: -1
⟨S²⟩: 0.750

Positions of all 18 atoms, in Å:
H 2.054 1.008 0.709
H 1.965 -0.124 2.102
C 1.487 0.199 1.175
N -1.083 -0.252 -0.569
H -1.460 1.719 0.199
C -0.647 1.013 0.054
H -0.428 -0.319 1.778
H -0.009 1.355 2.198
H 0.203 1.355 -0.547
C 0.017 0.601 1.407
H 0.908 0.286 -3.000
H -0.311 -0.730 -1.035
O -2.560 -1.095 1.021
O 0.884 -0.642 -2.671
H 1.469 -0.581 0.426
H 1.800 -0.815 -2.356
H -2.247 -1.893 -0.808
C -2.041 -1.082 -0.084


Record 2
C4H11NO2 | ωB97M-V/def2-TZVPD

Multiplicity: 1
ΔE to the lowest compared entry with this formula, charge and spin: 8.014 eV
Kohn-Sham gap: 5.67 eV

Positions of all 18 atoms, in Å:
H 0.602 2.376 0.349
O 1.514 -1.768 2.012
H 1.680 0.227 0.724
C 1.047 -1.718 0.695
H -0.323 -0.583 -2.103
H -1.636 0.577 -1.408
H -1.569 -1.126 -1.072
C -0.936 -0.264 -1.265
C 0.050 1.749 -0.345
H 0.782 -1.569 2.606
H 1.681 -2.380 0.101
H 0.006 -2.056 0.626
N 1.137 -0.381 0.123
C -0.173 0.266 -0.069
H -0.760 0.145 0.846
H 0.479 1.888 -1.337
H -1.012 2.101 -0.464
O -2.448 2.245 -1.301


Number 1: E_tot -9910.4635 eV. Number 2: E_tot -9904.2277 eV.